{"formula": "C3H9N3O", "method": "ωB97M-V/def2-TZVPD", "elements": ["H", "O", "H", "H", "C", "C", "H", "N", "H", "H", "N", "N", "H", "H", "C", "H"], "coordinates": [[2.584, -0.054, 0.243], [-1.273, 1.073, 1.302], [1.267, -1.212, -1.140], [-0.598, 2.190, -1.355], [-1.024, 1.012, 0.160], [-1.131, -0.334, -0.509], [-1.171, 3.129, -0.044], [1.693, -0.362, 0.669], [1.292, -2.520, 0.120], [-0.808, -0.138, -1.633], [-0.320, -1.310, 0.292], [-0.713, 2.241, -0.419], [-2.196, -0.678, -0.442], [-0.394, -0.944, 1.219], [1.009, -1.461, -0.118], [1.782, -0.634, 1.654]], "homo_energy_ev": -8.7920, "relative_energy_kcal_mol": 45.8, "orbital_gap_ha": 0.3576, "e_tot_ha": -359.17148, "total_charge": 0, "smiles": "NCNCC(N)=O"}

{"formula": "C28H69FI2NO25PS7", "method": "ωB97M-V/def2-TZVPD", "elements": ["O", "H", "C", "O", "O", "C", "H", "C", "O", "H", "H", "H", "H", "H", "C", "H", "C", "H", "H", "H", "O", "H", "C", "H", "C", "C", "I", "O", "H", "I", "O", "C", "H", "N", "O", "C", "O", "H", "C", "C", "C", "H", "H", "H", "O", "O", "H", "H", "O", "H", "C", "C", "C", "H", "H", "H", "O", "O", "C", "O", "O", "O", "H", "H", "O", "S", "H", "C", "H", "H", "H", "H", "O", "H", "H", "O", "C", "H", "S", "H", "H", "H", "S", "H", "H", "H", "H", "H", "C", "H", "H", "H", "H", "H", "C", "O", "H", "H", "H", "H", "H", "C", "P", "C", "H", "C", "S", "O", "C", "O", "H", "H", "H", "C", "S", "H", "H", "H", "H", "F", "H", "H", "H", "O", "H", "H", "H", "H", "O", "S", "C", "S", "C", "H"], "coordinates": [[-2.263, 0.003, 4.381], [-3.436, 3.256, -3.749], [0.536, -1.859, 3.201], [3.617, 0.595, 8.328], [6.678, 5.349, -3.187], [3.799, 3.554, -2.722], [10.507, 7.868, -2.627], [7.364, 3.753, -5.129], [-2.880, 1.850, 2.611], [1.521, 0.020, 4.587], [0.282, -9.617, -7.836], [3.550, 2.902, -1.885], [-7.262, -0.191, 11.421], [-7.749, -0.241, 5.870], [2.601, 3.766, -3.626], [5.595, 0.147, 8.461], [2.834, -0.860, 2.395], [-4.905, -0.318, 7.025], [3.636, -1.371, 1.872], [4.149, 4.503, -2.317], [-0.392, -7.125, -7.132], [-3.220, -2.322, -0.467], [-5.871, 0.161, 6.851], [5.017, 1.811, 10.257], [-7.071, 0.439, 10.555], [-0.276, -9.568, -6.901], [1.563, -2.934, 4.807], [-2.397, -7.744, -8.417], [1.100, 1.447, 2.590], [0.589, -0.571, 0.366], [-3.408, 3.637, -7.930], [-3.758, 3.295, -4.789], [-4.649, 3.918, -4.864], [-0.212, -0.797, 3.818], [-1.498, -4.259, -2.835], [1.507, -1.567, 2.040], [8.793, 4.044, -2.985], [-3.130, 1.285, -5.296], [-4.731, 1.760, -9.148], [4.989, 1.026, 8.248], [1.363, 2.700, 4.291], [-2.701, -6.736, -3.189], [-2.635, -4.919, -8.600], [-6.323, -0.855, 5.005], [-7.660, -1.502, 8.931], [0.270, 2.049, -2.851], [-4.248, 1.995, -10.093], [-6.265, 1.136, 10.767], [2.368, 0.710, -2.680], [-4.402, -6.217, -2.975], [-0.091, -8.216, -6.240], [-4.032, 1.899, -5.313], [-2.396, -4.261, 0.013], [4.771, 3.035, 9.023], [-1.323, -9.752, -7.139], [1.049, 0.038, 8.789], [8.610, 5.880, -4.615], [-2.526, 1.313, -7.823], [-3.210, -3.032, 0.359], [-2.048, -1.015, 2.503], [-2.993, -5.040, -1.044], [-4.123, 1.862, 4.854], [0.212, 1.020, -5.424], [1.601, 2.432, 5.314], [-5.267, -1.116, 9.488], [-3.625, 2.228, -7.860], [0.415, -0.427, -4.397], [-6.770, -0.705, 5.989], [8.131, 7.507, -3.400], [-2.984, 1.397, 1.766], [6.883, 2.867, -4.719], [8.251, 3.471, -5.689], [2.822, 1.831, 6.354], [-1.275, -4.553, -7.504], [-0.691, -8.134, -5.331], [-6.497, 0.504, 8.107], [-1.669, -5.257, -8.233], [11.007, 6.448, -3.571], [-6.582, -0.617, 9.233], [3.088, -0.886, 3.448], [-6.928, -1.683, 6.441], [0.950, -8.092, -5.950], [7.846, 4.765, -3.771], [1.787, -2.535, 1.647], [2.321, 2.828, 3.790], [6.376, 2.340, 9.244], [9.937, 6.257, -2.193], [1.782, 0.158, -5.380], [-1.515, -0.630, 3.460], [0.066, -10.365, -6.240], [-2.342, -4.918, 0.881], [-4.925, 0.693, -9.077], [-5.649, 2.332, -9.045], [-2.782, -2.523, 1.235], [0.502, 0.325, 4.366], [-4.597, 1.911, -6.640], [5.225, 1.343, 7.231], [1.391, -0.413, 7.090], [0.851, 3.647, 4.191], [9.237, 7.811, -4.729], [-5.679, 1.094, 6.336], [1.169, 0.399, 7.771], [-3.578, 0.815, 3.692], [0.590, 1.578, 3.533], [-1.370, -3.993, -0.252], [5.309, 2.117, 9.253], [-1.919, -6.812, -7.449], [-2.614, -6.612, -6.213], [10.180, 6.909, -3.030], [-3.852, -3.458, -2.725], [-7.977, 0.964, 10.267], [-2.973, 3.783, -5.366], [-0.177, -2.580, 2.832], [-3.423, -5.943, -3.359], [1.422, 1.451, -3.454], [-0.385, 1.995, 3.295], [2.858, 4.477, -4.410], [2.838, 0.152, 2.014], [-4.247, -3.302, 0.564], [-0.005, 0.698, 5.596], [-3.332, 2.312, 5.190], [-4.765, 1.409, -4.676], [-3.488, -5.716, -4.417], [2.230, 2.605, 8.644], [6.667, 4.306, -5.752], [-0.979, -5.390, -9.061], [1.759, 4.188, -3.074], [0.269, 0.922, 7.453], [2.198, 2.555, -4.299], [2.494, 1.550, 7.720], [8.985, 7.099, -3.944], [-2.879, -4.488, -2.536], [0.906, 0.452, -4.809], [4.613, 3.080, -3.269]], "homo_energy_ev": -9.3634, "orbital_gap_ha": 0.3396, "e_tot_ha": -6867.90776, "total_charge": 0, "smiles": "CC[C@@H](F)N(C(=O)OP(O)O)[C@H](I)[C@H](C)I.CCOS(C)(=O)=O.CCOS(C)(=O)=O.CCOS(C)(=O)=O.CCOS(C)(=O)=O.CCOS(C)(=O)=O.CCOS(C)(=O)=O.CCOS(C)(=O)=O"}

{"formula": "C22H13BCl2F4MoN4O3STe", "method": "ωB97M-V/def2-TZVPD", "elements": ["H", "O", "H", "C", "C", "H", "N", "C", "H", "N", "C", "B", "C", "F", "H", "C", "H", "Te", "N", "C", "C", "O", "H", "H", "F", "Mo", "C", "C", "C", "F", "F", "H", "C", "C", "Cl", "C", "C", "C", "C", "H", "H", "C", "H", "C", "Cl", "C", "N", "C", "C", "S", "H", "O"], "coordinates": [[-0.388, 1.667, 2.875], [-2.335, -0.307, -3.656], [-0.497, -0.699, -4.649], [2.300, -2.338, -3.696], [-3.679, 2.097, -2.821], [3.298, -1.544, 2.795], [1.118, -0.863, -0.479], [2.275, -2.067, -2.341], [-5.081, 3.718, -2.849], [0.721, 0.314, 1.778], [-4.204, 3.281, -2.389], [0.383, 3.914, 1.282], [0.280, -1.068, -4.003], [1.640, 3.782, 1.875], [-3.789, 4.971, -1.060], [1.735, -0.559, 1.765], [-1.849, 3.940, 0.016], [-2.045, -1.491, 1.129], [-0.727, -0.016, -1.987], [1.131, -4.186, 2.553], [-1.912, 0.374, -2.715], [-2.374, 1.231, 0.109], [3.050, -2.445, -1.698], [2.777, -0.340, 4.959], [-0.592, 4.174, 2.260], [-0.598, 0.423, -0.021], [0.428, 0.959, 2.911], [1.151, 0.750, 4.070], [2.500, -0.821, 2.886], [0.381, 4.887, 0.293], [0.048, 2.642, 0.664], [0.450, -3.681, 0.507], [-2.509, 1.573, -2.247], [0.785, -3.838, 3.825], [1.332, -2.136, -6.241], [1.248, -1.289, -1.804], [-0.627, -2.720, 2.104], [-2.413, 3.435, -0.753], [2.202, -0.156, 4.060], [1.227, -4.174, 4.751], [-4.107, 1.533, -3.641], [0.226, -0.803, -2.631], [1.942, -4.859, 2.313], [2.010, -1.235, 0.457], [3.595, -3.323, -4.331], [0.323, -3.549, 1.574], [-1.988, 2.120, -1.056], [-3.491, 3.972, -1.359], [1.310, -1.827, -4.524], [-0.517, -2.727, 3.818], [0.887, 1.304, 4.959], [2.971, -2.000, 0.364]], "homo_energy_ev": [-0.9759, -0.9717], "relative_energy_kcal_mol": 124.8, "orbital_gap_ha": [0.1816, 0.1814], "e_tot_ha": -3370.33432, "total_charge": -2}

{"formula": "C11H25N7O3PS", "method": "ωB97M-V/def2-TZVPD", "elements": ["N", "H", "C", "C", "O", "C", "O", "C", "N", "C", "H", "H", "H", "H", "S", "H", "C", "C", "P", "H", "N", "C", "H", "C", "H", "H", "N", "O", "H", "C", "H", "H", "H", "H", "H", "H", "H", "H", "H", "N", "H", "H", "H", "H", "H", "C", "N", "N"], "coordinates": [[-1.440, 1.264, -1.250], [0.411, -0.194, -3.947], [0.307, 1.796, -3.010], [1.649, -0.918, 5.761], [1.235, -0.804, 3.427], [2.273, -0.630, 4.407], [-5.874, -0.094, -2.374], [-2.421, 0.682, -0.523], [3.533, 0.374, -0.672], [0.869, 0.333, -3.074], [2.201, -1.650, -2.636], [2.968, 1.177, -3.008], [1.296, -1.598, -0.394], [2.609, -0.004, -4.333], [-3.554, -1.054, -3.757], [2.372, -1.274, 6.494], [0.584, -1.942, 5.405], [-0.866, 1.063, 0.909], [-4.285, 0.295, -2.559], [-0.687, -0.701, 4.158], [2.925, -0.939, -2.501], [0.110, -1.446, 4.051], [-0.249, 1.129, 1.824], [-1.222, 1.688, -2.631], [0.399, 1.957, -0.396], [-4.212, -0.168, -0.263], [-3.626, 0.270, -0.978], [-4.317, 1.792, -3.217], [1.040, -2.930, 5.302], [2.429, 0.246, -3.260], [-3.913, 1.666, -4.098], [2.678, 0.381, 4.337], [1.177, -0.014, 6.156], [0.308, 2.215, -4.043], [0.509, -0.235, -2.178], [-0.220, -2.013, 6.136], [-0.252, -2.252, 3.411], [3.444, 0.405, 0.347], [2.460, -1.394, 0.708], [2.310, -1.675, -0.264], [3.073, -1.342, 4.180], [-1.634, 2.723, -2.744], [0.870, 2.461, -2.324], [-5.907, -1.054, -2.553], [-1.693, 1.070, -3.416], [2.965, -0.686, -1.096], [-0.506, 1.502, -0.309], [-2.123, 0.527, 0.795]], "homo_energy_ev": -11.9262, "orbital_gap_ha": 0.3140, "e_tot_ha": -1782.50939, "total_charge": 1}

- Which formula does entry 4 have?
  C11H25N7O3PS